[1]
The following is a quantum chemistry calculation of a molecular structure, C34H28BrFeN4O5S3, from the Open Molecules 2025 dataset.

The geometry in XYZ format:
```
76
Properties=species:S:1:pos:R:3:forces:R:3
H -1.92701 -4.72389 -1.18951 0.00 0.01 0.02
H 5.13955 0.46848 -4.70261 -0.01 0.00 0.00
H -2.13254 6.26798 -2.10155 0.01 -0.01 -0.01
H 1.18806 -7.66468 -1.16236 0.00 0.00 0.00
H 3.58073 -3.44113 0.19678 0.03 0.01 0.01
H -1.09264 5.11984 4.12009 0.01 -0.01 0.01
S 0.27858 0.81403 0.54972 0.26 0.29 0.11
H -2.55782 2.19300 -4.62921 -0.01 -0.01 0.00
O -1.90644 0.79420 2.98829 0.03 -0.05 -0.20
C -0.44362 -6.27655 -1.29249 0.02 0.00 0.00
C -0.30935 -4.35746 0.15633 0.03 0.03 0.05
H 0.93496 0.52577 -2.10145 0.01 -0.01 -0.02
C -2.31681 2.92467 -2.60979 -0.02 -0.02 0.04
H -1.90735 5.55142 0.21689 0.00 -0.01 0.01
H -2.66198 -0.19203 -3.91815 -0.01 0.01 0.00
C -2.47208 1.91168 -3.58582 -0.01 -0.08 0.00
H 1.03892 -3.90336 2.60623 -0.01 0.01 0.03
S -0.05595 -1.63757 2.63043 0.25 0.09 0.03
C -2.20291 2.51228 -1.27136 0.01 0.09 -0.08
C -2.52542 0.60428 -3.19922 0.00 0.06 -0.06
H 2.41739 1.79001 -0.27076 -0.01 0.03 0.02
C 1.82663 0.26216 -4.03763 0.01 0.00 -0.02
H -2.49947 -0.73092 -1.45028 0.03 0.00 -0.01
H -2.38127 4.63354 -3.93269 0.01 0.00 0.01
O -4.96726 -1.15304 0.10845 0.02 0.02 -0.15
C -2.01499 4.79216 -0.54512 0.02 -0.09 0.06
C 3.09071 0.97997 -0.53696 -0.01 0.01 0.02
N 2.67674 -0.20629 0.20974 -0.03 0.19 0.22
H 0.87808 0.08716 -4.52992 0.00 0.00 0.01
C -2.28371 4.30584 -2.90460 0.01 0.08 0.02
H 4.09852 1.24963 -0.20858 0.01 -0.05 -0.03
H 5.19140 0.90764 -2.27161 -0.01 -0.01 -0.01
C 0.90849 -4.81659 0.66107 -0.03 -0.02 -0.03
H 2.98137 0.05521 -5.83762 0.00 0.00 0.01
Fe -2.05326 0.90585 1.03436 -0.22 -0.05 0.03
N 1.96953 -2.67287 1.23986 -0.18 -0.17 -0.01
C 4.21626 0.47831 -4.13671 0.02 0.00 0.00
C -0.98788 3.71635 5.70947 -0.01 0.03 -0.10
O -4.02171 0.87183 1.12789 0.06 -0.03 0.10
N -1.87717 2.87411 1.05308 0.02 -0.04 -0.08
C -1.49107 3.11858 3.42074 0.03 0.07 -0.08
H 4.33923 -1.15572 -0.56629 -0.02 -0.02 -0.02
C 3.00730 0.24664 -4.77213 -0.01 0.00 -0.01
O -4.45591 -1.12655 2.48839 -0.07 -0.07 -0.02
N -2.25379 1.20317 -0.91642 0.21 -0.18 0.06
C 3.64349 -1.28972 0.26210 -0.04 -0.05 -0.04
C 3.06980 0.73898 -2.02740 -0.05 -0.01 0.00
H -1.54446 0.37656 5.44412 0.00 0.00 0.00
Br -0.55136 5.01861 7.02806 0.00 0.02 0.01
H -0.97210 -6.84312 -2.04914 0.00 0.00 0.01
C 1.17329 -1.61159 1.55997 -0.09 0.26 0.02
H 2.38526 -6.36628 0.56461 -0.01 0.00 0.00
H -0.74050 -3.43726 0.53630 -0.05 0.00 -0.03
C 1.85472 0.50685 -2.67486 0.02 -0.01 -0.01
H 4.20667 -1.26641 1.20151 0.01 0.01 -0.01
C 1.43742 -6.00675 0.17695 0.02 0.02 0.01
O -2.63875 -0.99104 0.84011 0.16 -0.04 0.08
C 0.76513 -6.73777 -0.79480 -0.01 -0.01 -0.01
H -0.97209 2.09007 7.13062 0.00 -0.01 -0.01
C 1.46141 -0.31945 0.79090 -0.23 -0.43 -0.25
C 1.64396 -4.01434 1.70971 0.04 -0.03 -0.08
C -1.17862 4.07925 4.41296 0.00 0.01 0.08
C -2.41693 0.28206 -1.82939 -0.16 -0.03 0.04
C -1.42703 1.41626 5.16765 0.00 0.02 0.12
C -2.14337 5.20670 -1.88536 -0.02 -0.01 -0.06
C -0.97821 -5.08578 -0.81432 -0.02 0.01 -0.02
C 2.89876 -2.59293 0.13143 0.06 0.06 0.06
C -1.11598 2.36338 6.09264 -0.01 -0.07 0.02
C -1.66743 3.60484 2.09938 -0.01 -0.03 0.09
C -1.62759 1.72845 3.77554 -0.02 0.03 0.11
C 4.24459 0.72216 -2.76840 0.00 0.02 0.02
H 2.57830 -4.51813 1.97448 -0.01 0.01 -0.01
H -1.61129 4.68857 1.99444 0.03 0.01 -0.01
C -2.02501 3.45479 -0.21671 -0.04 0.10 -0.10
S -4.10320 -0.65825 1.16705 -0.02 0.01 0.04
H 2.38808 -2.64588 -0.83716 0.00 0.00 -0.01
```
Positions in Å, forces in eV/Å.

Summary:
Net charge: -1
Lowest unoccupied orbital energy, eV: 1.7


[2]
The following is a quantum chemistry calculation of 2 unconnected molecules or ions with the total composition C6H7N2O3S, from the Open Molecules 2025 dataset.

The geometry in XYZ format:
```
19
Properties=species:S:1:pos:R:3:forces:R:3
N 1.26004 -1.94605 -0.96907 0.72 0.43 -0.40
C 2.35781 -2.24848 -0.27362 -0.78 0.34 2.35
O -2.35724 0.03843 1.46782 -0.21 0.47 -0.61
N -0.23872 -0.30848 -1.63983 0.81 -1.48 -1.60
H -1.28240 -2.28363 -0.57567 0.02 0.53 0.34
O -2.95396 -0.42546 -0.67156 -0.72 -0.05 -0.82
H -1.10817 1.39084 -2.29755 -1.34 0.61 -1.31
H 0.55010 2.55474 -0.72700 0.81 1.09 -0.69
O 2.83399 -1.59976 0.68019 0.30 -0.17 -0.75
H -2.87546 -1.06097 -1.45097 0.66 1.04 2.09
H 2.67633 -3.27227 -0.38955 0.67 -0.58 -0.68
C -1.15789 -1.59308 0.27274 1.69 -2.06 -0.60
C -2.13869 -0.62431 0.46534 -0.68 -0.74 0.05
C -0.50071 0.90562 -1.61257 1.55 0.42 2.05
H -0.69674 1.98756 0.19187 -0.98 -0.14 0.99
S 1.31539 0.55334 0.35003 -0.72 -0.01 -0.77
C 0.06680 1.65477 -0.46199 0.91 -0.25 0.47
C 0.69845 -0.78082 -0.67122 -2.20 -0.13 -0.31
H -0.58573 -2.09487 1.05961 -0.52 0.69 0.20
```
Positions in Å, forces in eV/Å.

Summary:
Net charge: -1
Lowest unoccupied orbital energy (alpha / beta), eV: 3.3 / 3.3


[3]
The following is a quantum chemistry calculation of a molecular structure, C13H23MoNO2PS, from the Open Molecules 2025 dataset.

The geometry in XYZ format:
```
42
Properties=species:S:1:pos:R:3:forces:R:3
H 1.54373 -1.72297 -2.21564 0.10 -0.05 0.00
N 1.68233 -1.49381 -1.23498 0.13 0.12 -0.13
H -3.05889 -2.99649 -0.44173 -0.01 -0.01 0.01
H 3.29818 -0.19681 -1.54005 -0.04 0.04 0.00
O 1.37738 0.40742 0.68793 -0.16 -0.07 0.05
C 1.18888 3.54664 2.87926 0.00 0.01 -0.04
H 4.42987 -0.73623 0.64817 0.00 0.03 0.04
P -1.61381 -1.35672 -1.46059 -0.04 0.02 -0.10
C -0.16618 2.99468 0.82890 0.14 0.08 0.09
Mo 0.24511 0.12283 -0.87744 -0.14 0.07 -0.03
H -0.78453 -2.16493 -3.57624 0.01 -0.01 -0.01
H 3.76142 -1.89320 -1.39820 0.00 0.00 -0.04
H 3.19406 -1.90959 1.00902 -0.01 0.00 0.00
H -2.50255 0.59316 0.32539 -0.03 0.00 0.01
C -1.32989 0.82172 2.11361 0.00 -0.01 0.08
H -2.78505 -0.12353 -3.15713 0.02 0.00 0.00
H -3.85895 -1.30070 -2.36259 0.00 0.00 -0.01
C 3.37646 -0.96107 0.49210 -0.08 0.05 -0.09
H -2.05280 -3.23568 -2.95002 -0.02 0.02 0.02
H 2.14356 3.01791 2.89895 0.01 0.00 0.02
H 1.33670 4.51428 2.40240 0.00 -0.01 0.00
H -0.15656 1.39923 3.79817 0.00 0.00 0.00
C -1.18165 -2.63853 -2.67836 -0.02 -0.01 0.03
S 0.32889 0.96358 -2.77926 -0.03 -0.08 0.14
C -1.66894 1.10138 0.78540 -0.03 -0.04 0.00
H 1.47909 -2.34900 -0.72193 -0.03 0.01 0.03
C -0.41664 1.61719 2.76951 -0.03 -0.07 0.00
C -3.07014 -0.56445 -2.20281 0.01 -0.03 0.03
O 2.94569 0.59600 2.23957 -0.05 0.03 0.01
H -1.81033 0.00383 2.63583 0.00 0.00 0.00
H 0.87884 3.71173 3.91072 0.00 0.00 0.00
C 2.55842 0.09875 1.21920 0.24 -0.12 -0.08
H -2.71465 -1.66691 0.68216 0.00 -0.01 -0.01
H -0.42928 -3.31115 -2.26281 0.01 0.00 -0.03
H -1.49904 -2.91611 0.39788 0.00 0.00 -0.01
C -2.28430 -2.32357 -0.07277 0.04 0.03 0.04
H -1.41630 2.48530 -0.84361 -0.01 0.01 0.00
H -3.45055 0.22872 -1.56098 -0.01 0.00 -0.01
C -1.07383 2.18880 0.14134 0.01 0.05 -0.16
C 3.10499 -1.11999 -0.99653 -0.01 -0.07 0.18
H 0.26875 3.85099 0.32756 0.00 -0.01 0.01
C 0.18253 2.71727 2.14058 0.01 0.05 -0.05
```
Positions in Å, forces in eV/Å.

Summary:
Net charge: +1
Lowest unoccupied orbital energy (alpha / beta), eV: -4.0 / -4.0


Result set for ΔE to the lowest compared entry with this formula, charge and spin: 8.36; 15.42; 0.00 kcal per mole, one per record in the order listed.
Result set for total energy: -6940.11142; -966.24345; -1521.98635 a.u., one per record in the order listed.
Result set for max |F|: 0.55; 2.73; 0.28 eV Å⁻¹, one per record in the order listed.